# 1
The following is a quantum chemistry calculation of a structure of composition C17H16MnO14P, from the Open Molecules 2025 dataset.

Calculated values
* calculated total energy: -3203.2486 a.u.
* highest occupied orbital energy (spin up / spin down): 1.230 / 1.210 eV
* 2S+1: 6
* orbital gap (spin up / spin down): 4.78 / 4.80 eV
* <S²>: 8.753
* charge: -3

The geometry in XYZ format:
```
49
Properties=species:S:1:pos:R:3:mulliken_spin:R:1
Mn -0.03769 -0.27283 -0.87073 4.785
C -1.82651 3.14579 -2.38476 0.000
C -1.16444 1.89686 -2.22616 0.007
C -1.72986 0.62922 -3.03099 -0.014
O -1.25673 -0.44898 -2.60264 0.039
C -2.81860 0.82912 -3.90386 0.007
C -3.41066 2.08208 -4.05899 0.002
C -2.88160 3.27803 -3.27454 0.004
O -3.38265 4.44984 -3.34684 0.009
O -4.38009 2.18265 -4.86226 0.004
O -0.05070 1.67218 -1.70098 0.039
H -1.37241 3.99775 -1.89996 0.000
H -3.21079 0.05901 -4.55434 0.001
C -2.84076 -1.57521 1.08353 0.009
C -3.16844 -2.73572 1.86569 0.000
C -2.49665 -2.78778 3.24761 0.000
O -2.54310 -3.81791 3.98062 -0.001
C -1.75258 -1.64604 3.75060 0.000
C -1.65831 -0.49620 2.98590 -0.005
C -2.01960 -0.53800 1.53737 -0.003
O -1.52592 0.29413 0.67242 0.047
O -1.18689 0.55866 3.56259 0.001
O -3.89889 -3.69477 1.57154 0.009
H -3.30236 -1.45105 0.11256 -0.003
H -1.45300 -1.62567 4.78645 0.000
C 2.16446 -3.72846 -1.45306 0.002
C 1.41523 -2.44239 -1.35581 -0.024
O 0.46642 -2.35866 -0.50056 0.033
O 1.58843 -1.39098 -2.01968 0.030
H 1.39785 -4.49545 -1.56996 0.001
H 2.62843 -3.95614 -0.49296 0.001
H 2.90169 -3.70364 -2.25333 0.001
C 0.93348 2.78437 2.29760 0.000
O 2.27763 2.32370 2.08095 0.002
P 2.56519 1.22610 0.98010 0.011
O 1.40048 0.46063 0.49802 -0.002
O 3.41735 1.98567 -0.10784 0.001
C 3.75168 1.29039 -1.32126 0.001
O 3.59452 0.32131 1.77485 0.002
C 3.10902 -0.77187 2.55356 0.000
H 0.77759 3.83251 2.55012 0.000
H 0.45909 2.24684 3.12550 0.000
H 0.32823 2.48061 1.44013 0.002
H 4.82902 1.30787 -1.47259 0.000
H 3.11404 1.57991 -2.15306 0.000
H 3.49733 0.23530 -1.16236 0.000
H 3.97070 -1.26100 2.99042 0.000
H 2.52404 -1.48881 1.96039 0.001
H 2.25735 -0.46297 3.17100 0.000
```

***

# 2
The following is a quantum chemistry calculation of an isolated molecule of C17H16N6OS, from the Open Molecules 2025 dataset.

Calculated values
* calculated total energy: -1459.3128 a.u.
* highest occupied orbital energy: -8.344 eV
* structure (SMILES): Cc1ccc(OCc2nn3c(-c4n[nH]c5c4CCC5)nnc3s2)cc1
* 2S+1: 1
* orbital gap: 8.75 eV
* relative energy (zero: lowest compared OMol25 entry of this formula, charge and spin): 154.9 kJ/mol

The geometry in XYZ format:
```
41
Properties=species:S:1:pos:R:3:nbo_charge:R:1
C -6.58397 2.40091 -2.66100 -0.623
C -5.27588 2.12577 -1.98365 -0.044
C -4.74963 2.99736 -1.04512 -0.194
C -3.54224 2.74040 -0.41262 -0.310
C -2.83706 1.58650 -0.72038 0.361
O -1.63729 1.21960 -0.16782 -0.498
C -1.04195 2.07547 0.76545 -0.116
C 0.25743 1.48027 1.18170 0.095
N 0.69599 0.36148 0.76227 -0.222
N 1.88219 0.08495 1.29950 -0.197
C 2.81953 -0.91365 1.26362 0.291
C 2.69409 -2.09484 0.45735 0.061
N 3.49863 -3.14763 0.62228 -0.220
N 3.12605 -4.05908 -0.27479 -0.311
C 2.09238 -3.62279 -1.01580 0.140
C 1.77420 -2.35695 -0.57929 -0.113
C 0.66167 -1.78078 -1.38900 -0.422
C 0.13510 -3.02201 -2.15409 -0.378
C 1.25600 -4.09287 -2.14832 -0.433
N 3.80234 -0.57792 2.06587 -0.229
N 3.55600 0.60778 2.63792 -0.284
C 2.40574 1.00800 2.18216 0.115
S 1.31120 2.33601 2.33322 0.358
C -3.35703 0.70066 -1.66366 -0.267
C -4.55783 0.97046 -2.28208 -0.180
H -6.95598 3.38898 -2.40309 0.214
H -7.32728 1.66290 -2.36040 0.219
H -6.47401 2.33972 -3.74249 0.218
H -5.28614 3.90115 -0.79443 0.210
H -3.17283 3.44907 0.31241 0.213
H -1.67687 2.20414 1.65738 0.202
H -0.85425 3.07292 0.33616 0.202
H 3.61549 -4.93942 -0.31009 0.411
H -0.11369 -1.30886 -0.78845 0.242
H 1.05038 -1.02708 -2.07889 0.207
H -0.17276 -2.76928 -3.16729 0.209
H -0.73414 -3.41866 -1.62864 0.204
H 0.86142 -5.09981 -2.00815 0.218
H 1.82733 -4.07958 -3.08070 0.214
H -2.79544 -0.19117 -1.89216 0.224
H -4.94891 0.27577 -3.01109 0.211
```

***

# 3
The following is a quantum chemistry calculation of a structure of composition C17H16NO8PdS3, from the Open Molecules 2025 dataset.

Calculated values
* calculated total energy: -2636.6367 a.u.
* highest occupied orbital energy (spin up / spin down): -5.132 / -5.202 eV
* 2S+1: 3
* orbital gap (spin up / spin down): 7.61 / 7.19 eV
* <S²>: 2.005
* charge: -1
* relative energy (zero: lowest compared OMol25 entry of this formula, charge and spin): 23.6 kJ/mol

The geometry in XYZ format:
```
46
Properties=species:S:1:pos:R:3:mulliken_spin:R:1
Pd 0.00708 -0.78938 -0.15235 1.462
S -1.57646 0.61259 -1.55072 0.180
C -0.27618 0.42293 -2.64648 0.002
N 0.80676 -0.21606 -2.28976 0.063
C 1.71396 -0.31801 -3.32967 0.003
C 2.94603 -0.96225 -3.26932 -0.003
C 3.75234 -0.97470 -4.39212 0.000
C 3.34792 -0.35098 -5.57611 0.000
C 2.12334 0.29132 -5.64839 0.002
C 1.31116 0.30003 -4.52063 -0.003
S -0.26608 0.99764 -4.30042 -0.003
H 3.24193 -1.44295 -2.34838 0.000
H 4.71173 -1.47536 -4.35391 0.000
H 3.99426 -0.37165 -6.44415 0.000
H 1.80554 0.77409 -6.56387 0.000
O -1.70911 -2.24688 3.40373 0.010
C -1.47456 -2.09785 2.21194 0.001
O -0.86340 -1.06478 1.72269 0.119
C -1.88078 -3.18201 1.24767 0.006
C -1.55841 -4.49361 1.56287 -0.002
C -1.83500 -5.54800 0.68846 0.000
C -2.45552 -5.22297 -0.49065 0.000
O -2.85643 -6.06548 -1.50628 0.000
C -3.24641 -5.19046 -2.56309 0.000
O -3.46817 -3.90206 -2.00751 0.000
C -2.81063 -3.92618 -0.79357 0.000
C -2.53574 -2.88072 0.04615 -0.002
H -1.04888 -4.68285 2.49694 0.000
H -1.55845 -6.56779 0.91944 0.000
H -4.17164 -5.55447 -3.00647 0.000
H -2.44158 -5.13547 -3.30492 0.000
H -2.81965 -1.86857 -0.20300 -0.012
C 3.30404 -3.50521 -0.14049 0.002
S 1.78329 -2.86248 0.48204 0.002
O 1.41103 -3.70299 1.58855 0.005
O 0.84016 -2.88566 -0.66813 0.048
O 2.02335 -1.43751 0.82765 0.067
H 3.07670 -4.39526 -0.72301 0.001
H 3.93069 -3.75749 0.71214 0.000
H 3.79125 -2.75712 -0.75974 -0.001
C -0.73646 1.93824 1.58160 -0.003
O 0.41382 1.22546 1.12529 0.059
H -0.45339 2.64460 2.36639 0.004
H -1.48982 1.24745 1.95723 -0.002
H -1.12432 2.48644 0.72652 0.000
H 0.63851 0.57690 1.80999 -0.006
```

***

# 4
The following is a quantum chemistry calculation of a structure of composition C17H17BBr39F8O2S, from the Open Molecules 2025 dataset.

Calculated values
* calculated total energy: -102416.6523 a.u.
* highest occupied orbital energy: -11.196 eV
* 2S+1: 1
* orbital gap: 7.02 eV
* charge: +1

The geometry in XYZ format:
```
85
Properties=species:S:1:pos:R:3:lowdin_charge:R:1
C -0.56531 0.38867 -2.97381 -0.033
O 0.03497 1.38291 -3.84417 0.091
B 0.75622 2.39889 -3.42812 -0.718
O 1.57391 3.21157 -4.10244 0.186
S 0.42569 2.85392 -1.48843 1.361
C -0.43018 4.53048 -1.59566 -0.816
F -1.48957 4.26249 -2.33313 0.117
F 0.30023 5.45198 -2.15831 0.166
F -0.76879 4.88436 -0.38211 0.162
C 2.12882 3.03151 -0.69704 -0.557
F 2.84551 2.07622 -1.31982 0.105
F 1.97234 2.72537 0.58016 0.130
C 2.85195 4.39763 -0.84344 -0.604
F 2.15699 5.33252 -0.21183 0.202
F 4.04724 4.27107 -0.29012 0.223
F 2.96621 4.67879 -2.12655 0.130
H 0.15966 0.10917 -2.21252 -0.001
H -1.48442 0.77740 -2.54349 0.077
H -0.81326 -0.47805 -3.58195 0.114
H 2.44107 2.86164 -4.35543 0.113
C 3.16795 -1.49737 0.54310 -1.593
Br 1.42856 -1.13375 -0.22840 0.601
Br 3.75414 -0.10223 1.72335 0.623
Br 3.07333 -3.21031 1.37558 0.573
H 3.87243 -1.55026 -0.27357 -0.021
C -1.44351 -3.09570 1.29651 -1.658
Br -2.40884 -4.61762 1.92700 0.623
Br -1.63154 -2.88725 -0.61053 0.534
Br -1.95963 -1.48720 2.23075 0.568
H -0.39525 -3.26545 1.50440 -0.095
C 4.51163 6.68473 -4.89930 -1.631
Br 4.80342 7.63089 -6.53381 0.618
Br 2.82893 7.17037 -4.09954 0.606
Br 4.68944 4.78160 -5.16476 0.598
H 5.28852 6.97624 -4.20837 -0.025
C -4.34473 1.02554 0.54613 -1.635
Br -2.69814 2.00349 0.27838 0.560
Br -5.80085 2.20838 0.90381 0.599
Br -4.69255 -0.14364 -0.93131 0.589
H -4.19445 0.40563 1.41828 -0.063
C 1.57004 -4.38148 5.26630 -1.631
Br 0.72803 -3.05198 4.15745 0.565
Br 0.58297 -4.67282 6.87371 0.586
Br 1.87623 -6.01090 4.28796 0.546
H 2.53979 -3.99278 5.54413 -0.028
C 3.05035 -7.73251 0.40093 -1.629
Br 4.83402 -7.01620 0.44666 0.578
Br 2.72558 -8.88108 1.89514 0.526
Br 1.73855 -6.33670 0.25279 0.540
H 2.96728 -8.33800 -0.49000 -0.088
C -2.10088 8.03622 -1.17133 -1.660
Br -1.27299 8.92987 0.30931 0.610
Br -4.01080 8.23096 -1.15133 0.609
Br -1.35583 8.59056 -2.85115 0.569
H -1.89507 6.98301 -1.05919 -0.073
C 4.49784 -10.12964 5.76513 -1.628
Br 2.59694 -10.25860 5.50117 0.565
Br 5.24519 -8.73990 4.67131 0.544
Br 4.94433 -9.91173 7.61448 0.570
H 4.93378 -11.06169 5.43844 -0.028
C 3.72604 -6.35999 9.59982 -1.629
Br 2.94966 -7.93180 10.37730 0.580
Br 3.54237 -6.35755 7.68829 0.529
Br 2.99748 -4.75710 10.37301 0.577
H 4.78176 -6.37349 9.82541 -0.025
C 3.01286 -12.45895 -0.76046 -1.644
Br 2.41154 -10.91692 -1.74542 0.591
Br 4.61457 -12.09392 0.23013 0.574
Br 1.62588 -13.15355 0.36483 0.587
H 3.25343 -13.21751 -1.49004 -0.030
C -7.73263 3.53462 4.51161 -1.652
Br -7.88752 1.65127 4.84036 0.577
Br -5.89489 4.09683 4.47277 0.552
Br -8.66205 4.04832 2.91015 0.562
H -8.20496 4.04920 5.33485 -0.029
C -5.26462 5.96558 -4.34898 -1.633
Br -4.54785 4.34863 -3.58521 0.576
Br -3.87888 7.04317 -5.13255 0.578
Br -6.66608 5.60173 -5.59725 0.614
H -5.68521 6.53682 -3.53427 -0.044
C -5.86343 8.25913 -8.48209 -1.678
Br -4.84857 9.57149 -9.44745 0.580
Br -7.54886 8.96491 -7.89282 0.567
Br -6.08576 6.64907 -9.50489 0.561
H -5.29776 8.00079 -7.59849 -0.100
```

***

Copy entry 3 word for word.
The following is a quantum chemistry calculation of a structure of composition C17H16NO8PdS3, from the Open Molecules 2025 dataset.

Calculated values
* calculated total energy: -2636.6367 a.u.
* highest occupied orbital energy (spin up / spin down): -5.132 / -5.202 eV
* 2S+1: 3
* orbital gap (spin up / spin down): 7.61 / 7.19 eV
* <S²>: 2.005
* charge: -1
* relative energy (zero: lowest compared OMol25 entry of this formula, charge and spin): 23.6 kJ/mol

The geometry in XYZ format:
```
46
Properties=species:S:1:pos:R:3:mulliken_spin:R:1
Pd 0.00708 -0.78938 -0.15235 1.462
S -1.57646 0.61259 -1.55072 0.180
C -0.27618 0.42293 -2.64648 0.002
N 0.80676 -0.21606 -2.28976 0.063
C 1.71396 -0.31801 -3.32967 0.003
C 2.94603 -0.96225 -3.26932 -0.003
C 3.75234 -0.97470 -4.39212 0.000
C 3.34792 -0.35098 -5.57611 0.000
C 2.12334 0.29132 -5.64839 0.002
C 1.31116 0.30003 -4.52063 -0.003
S -0.26608 0.99764 -4.30042 -0.003
H 3.24193 -1.44295 -2.34838 0.000
H 4.71173 -1.47536 -4.35391 0.000
H 3.99426 -0.37165 -6.44415 0.000
H 1.80554 0.77409 -6.56387 0.000
O -1.70911 -2.24688 3.40373 0.010
C -1.47456 -2.09785 2.21194 0.001
O -0.86340 -1.06478 1.72269 0.119
C -1.88078 -3.18201 1.24767 0.006
C -1.55841 -4.49361 1.56287 -0.002
C -1.83500 -5.54800 0.68846 0.000
C -2.45552 -5.22297 -0.49065 0.000
O -2.85643 -6.06548 -1.50628 0.000
C -3.24641 -5.19046 -2.56309 0.000
O -3.46817 -3.90206 -2.00751 0.000
C -2.81063 -3.92618 -0.79357 0.000
C -2.53574 -2.88072 0.04615 -0.002
H -1.04888 -4.68285 2.49694 0.000
H -1.55845 -6.56779 0.91944 0.000
H -4.17164 -5.55447 -3.00647 0.000
H -2.44158 -5.13547 -3.30492 0.000
H -2.81965 -1.86857 -0.20300 -0.012
C 3.30404 -3.50521 -0.14049 0.002
S 1.78329 -2.86248 0.48204 0.002
O 1.41103 -3.70299 1.58855 0.005
O 0.84016 -2.88566 -0.66813 0.048
O 2.02335 -1.43751 0.82765 0.067
H 3.07670 -4.39526 -0.72301 0.001
H 3.93069 -3.75749 0.71214 0.000
H 3.79125 -2.75712 -0.75974 -0.001
C -0.73646 1.93824 1.58160 -0.003
O 0.41382 1.22546 1.12529 0.059
H -0.45339 2.64460 2.36639 0.004
H -1.48982 1.24745 1.95723 -0.002
H -1.12432 2.48644 0.72652 0.000
H 0.63851 0.57690 1.80999 -0.006
```